Entry from the OMol25 dataset: a molecular structure, C29H24F2N5S4Tl (ωB97M-V/def2-TZVPD).

**Max |F|**: 0.30 eV/Å
**Energy above the lowest of the compared OMol25 structures with the same formula, charge and spin**: 3.6 kJ/mol
**Net charge**: -2
**Spin multiplicity**: 1
**LUMO level**: 4.4 eV

Each line ends with the natural charge from an NBO analysis.
Cartesian coordinates (Å):
Tl (1.263, 0.046, 0.311)  0.62
C (-3.369, 0.680, -1.442)  -0.26
N (-2.132, -0.076, -1.507)  -0.40
C (-1.452, -0.005, -2.783)  -0.29
C (-0.709, 1.274, -3.095)  0.26
C (-0.478, 1.594, -4.433)  -0.26
C (0.294, 2.697, -4.740)  -0.17
C (0.813, 3.457, -3.703)  -0.29
C (0.523, 3.063, -2.407)  0.06
N (-0.224, 2.009, -2.102)  -0.42
C (-2.337, -1.455, -1.070)  -0.25
C (-2.154, -1.638, 0.417)  0.22
C (-1.015, -2.295, 0.883)  -0.26
C (-0.797, -2.378, 2.246)  -0.15
C (-1.719, -1.795, 3.103)  -0.27
C (-2.835, -1.190, 2.552)  0.03
N (-3.077, -1.122, 1.242)  -0.45
C (-3.149, 2.173, -1.425)  0.24
C (-3.241, 2.932, -2.588)  -0.26
C (-2.935, 4.280, -2.543)  -0.18
C (-2.566, 4.834, -1.328)  -0.28
C (-2.548, 4.008, -0.213)  0.04
N (-2.838, 2.714, -0.246)  -0.40
H (-3.875, 0.409, -0.517)  0.25
H (-4.029, 0.420, -2.296)  0.14
H (-2.145, -0.210, -3.624)  0.15
H (-0.691, -0.797, -2.807)  0.30
H (-0.880, 0.958, -5.212)  0.21
H (0.504, 2.951, -5.773)  0.20
H (1.445, 4.316, -3.888)  0.20
H (0.924, 3.616, -1.563)  0.19
H (-1.608, -2.083, -1.584)  0.25
H (-3.345, -1.804, -1.351)  0.16
H (-0.298, -2.692, 0.172)  0.26
H (0.102, -2.846, 2.625)  0.23
H (-1.566, -1.795, 4.175)  0.21
H (-3.584, -0.737, 3.196)  0.17
H (-3.504, 2.448, -3.521)  0.21
H (-2.962, 4.882, -3.444)  0.20
H (-2.295, 5.878, -1.240)  0.20
H (-2.281, 4.409, 0.760)  0.18
F (0.612, 1.251, 6.036)  -0.36
C (1.232, 0.406, 5.151)  0.40
C (1.355, 0.766, 3.827)  -0.37
C (1.984, -0.072, 2.896)  -0.32
C (2.484, -1.293, 3.393)  -0.25
C (2.331, -1.619, 4.732)  0.41
F (2.771, -2.826, 5.215)  -0.36
C (1.703, -0.794, 5.649)  -0.42
C (3.142, -2.231, 2.441)  0.22
C (4.307, -2.929, 2.759)  -0.26
C (4.896, -3.723, 1.790)  -0.18
C (4.313, -3.805, 0.537)  -0.28
C (3.151, -3.084, 0.302)  0.07
N (2.578, -2.324, 1.234)  -0.46
H (0.926, 1.718, 3.522)  0.20
H (1.583, -1.082, 6.684)  0.22
H (4.742, -2.828, 3.743)  0.21
H (5.813, -4.260, 2.010)  0.19
H (4.749, -4.393, -0.260)  0.21
H (2.650, -3.108, -0.662)  0.25
S (0.819, -2.938, -2.482)  -0.75
S (2.454, -2.110, -3.442)  -0.12
S (2.562, -0.093, -3.032)  -0.12
S (3.616, 0.240, -1.278)  -0.71

Entry from the OMol25 dataset: a molecular structure, C29H24MnN2O5S2Te (ωB97M-V/def2-TZVPD).

**Max |F|**: 0.81 eV/Å
**<S²>**: 0.8924
**Energy above the lowest of the compared OMol25 structures with the same formula, charge and spin**: 10.4 kJ/mol
**Spin multiplicity**: 2
**LUMO level (spin up / spin down)**: 0.3 / 0.3 eV

Each line ends with the natural charge from an NBO analysis.
Cartesian coordinates (Å):
Mn (0.384, -1.063, 0.358)  0.91
O (-1.098, -2.090, 1.132)  -0.62
N (-1.949, -2.695, 0.291)  0.00
C (-2.722, -3.668, 0.809)  0.04
C (-3.672, -4.295, 0.050)  -0.28
C (-3.826, -3.893, -1.283)  -0.17
C (-3.030, -2.902, -1.790)  -0.23
C (-2.051, -2.270, -1.000)  0.05
S (-0.999, -1.063, -1.571)  -0.23
H (-2.507, -3.877, 1.846)  0.24
H (-4.276, -5.075, 0.486)  0.23
H (-4.568, -4.366, -1.911)  0.22
H (-3.120, -2.576, -2.816)  0.23
O (2.070, -1.502, 1.429)  -0.55
N (2.333, -2.514, 0.680)  0.71
O (3.291, -3.211, 0.845)  -0.37
O (1.479, -2.693, -0.249)  -0.50
O (1.470, 0.500, -0.469)  -0.99
S (1.043, 1.727, -1.222)  1.30
C (2.500, 2.780, -1.163)  -0.27
C (3.755, 2.215, -1.004)  -0.20
C (4.860, 3.049, -0.955)  -0.19
C (4.702, 4.425, -1.064)  -0.19
C (3.439, 4.977, -1.211)  -0.22
C (2.325, 4.150, -1.253)  -0.15
C (1.097, 1.246, -2.952)  -0.17
C (0.379, 1.991, -3.871)  -0.24
C (0.405, 1.617, -5.206)  -0.19
C (1.128, 0.499, -5.595)  -0.19
C (1.823, -0.252, -4.656)  -0.19
C (1.811, 0.119, -3.322)  -0.22
H (3.849, 1.143, -0.895)  0.24
H (5.848, 2.627, -0.826)  0.22
H (5.570, 5.071, -1.023)  0.22
H (3.316, 6.049, -1.280)  0.22
H (1.331, 4.568, -1.348)  0.21
H (-0.203, 2.846, -3.549)  0.22
H (-0.151, 2.188, -5.937)  0.22
H (1.136, 0.199, -6.634)  0.22
H (2.364, -1.137, -4.962)  0.22
H (2.311, -0.474, -2.567)  0.24
Te (-0.683, 0.763, 2.264)  0.65
C (0.946, 1.745, 3.224)  -0.28
C (0.705, 2.751, 4.156)  -0.17
C (1.761, 3.366, 4.809)  -0.23
C (3.065, 2.985, 4.530)  -0.21
C (3.310, 1.993, 3.594)  -0.20
C (2.255, 1.373, 2.938)  -0.24
C (-1.026, -0.679, 3.763)  -0.26
C (-2.260, -0.735, 4.392)  -0.24
C (-2.511, -1.721, 5.338)  -0.22
C (-1.526, -2.640, 5.659)  -0.21
C (-0.287, -2.576, 5.033)  -0.21
C (-0.037, -1.601, 4.082)  -0.16
H (-0.313, 3.051, 4.374)  0.21
H (1.565, 4.145, 5.535)  0.21
H (3.890, 3.464, 5.041)  0.21
H (4.327, 1.695, 3.371)  0.21
H (2.452, 0.603, 2.206)  0.24
H (-3.029, -0.013, 4.148)  0.22
H (-3.475, -1.762, 5.829)  0.21
H (-1.720, -3.407, 6.397)  0.21
H (0.484, -3.294, 5.279)  0.22
H (0.921, -1.567, 3.578)  0.23

Entry from the OMol25 dataset: a molecular structure, C29H24N6O2STe4Ti (ωB97M-V/def2-TZVPD).

**Max |F|**: 0.55 eV/Å
**Energy above the lowest of the compared OMol25 structures with the same formula, charge and spin**: 55.1 kJ/mol
**Net charge**: -2
**Spin multiplicity**: 1
**LUMO level**: 3.6 eV

Each line ends with the natural charge from an NBO analysis.
Cartesian coordinates (Å):
Ti (-0.975, -0.528, -1.351)  1.63
C (2.848, 1.566, 2.362)  -0.25
C (2.749, 0.198, 2.149)  -0.21
C (2.121, -0.289, 1.013)  -0.22
C (1.584, 0.578, 0.061)  0.15
C (1.676, 1.954, 0.292)  -0.18
C (2.302, 2.440, 1.431)  -0.23
N (0.992, 0.041, -1.100)  -0.74
C (1.611, 0.294, -2.308)  0.12
C (2.794, 1.004, -2.537)  -0.28
C (3.313, 1.088, -3.823)  -0.24
C (2.674, 0.472, -4.895)  -0.27
C (1.498, -0.237, -4.687)  -0.23
C (0.963, -0.304, -3.410)  0.16
N (-0.183, -0.990, -3.038)  -0.53
N (-0.538, -2.060, -3.814)  -0.37
C (-1.344, -2.819, -3.112)  0.32
C (-1.861, -4.054, -3.621)  -0.25
C (-2.589, -4.858, -2.811)  -0.18
C (-2.869, -4.460, -1.475)  -0.33
C (-2.419, -3.252, -1.051)  0.09
N (-1.648, -2.433, -1.820)  -0.69
H (3.331, 1.947, 3.254)  0.20
H (3.151, -0.496, 2.878)  0.20
H (2.031, -1.354, 0.838)  0.22
H (1.271, 2.639, -0.443)  0.22
H (2.361, 3.511, 1.589)  0.20
H (3.315, 1.470, -1.710)  0.21
H (4.231, 1.641, -3.988)  0.19
H (3.088, 0.552, -5.893)  0.19
H (0.976, -0.735, -5.493)  0.23
H (-1.634, -4.306, -4.647)  0.21
H (-2.980, -5.796, -3.188)  0.19
H (-3.505, -5.047, -0.830)  0.21
H (-2.675, -2.872, -0.070)  0.23
C (2.090, -0.793, 6.388)  -0.62
C (1.134, -0.653, 5.232)  -0.02
C (0.612, 0.582, 4.881)  -0.21
C (-0.236, 0.717, 3.787)  -0.20
C (-0.576, -0.398, 3.050)  -0.22
C (-0.072, -1.649, 3.390)  -0.19
C (0.781, -1.768, 4.470)  -0.23
S (-1.716, -0.293, 1.691)  2.34
O (-0.990, -1.047, 0.607)  -1.02
O (-2.893, -0.980, 2.137)  -0.92
N (-1.915, 1.203, 1.434)  -0.96
C (-1.629, 2.021, 0.385)  0.41
C (-1.724, 3.404, 0.625)  -0.23
C (-1.446, 4.300, -0.375)  -0.17
C (-1.055, 3.832, -1.628)  -0.28
C (-0.981, 2.475, -1.806)  0.09
N (-1.267, 1.579, -0.838)  -0.61
H (2.097, 0.107, 7.003)  0.21
H (3.109, -0.962, 6.032)  0.21
H (1.821, -1.639, 7.023)  0.21
H (0.884, 1.460, 5.456)  0.20
H (-0.628, 1.682, 3.493)  0.24
H (-0.346, -2.514, 2.799)  0.24
H (1.181, -2.742, 4.730)  0.20
H (-2.036, 3.719, 1.610)  0.21
H (-1.542, 5.364, -0.191)  0.20
H (-0.871, 4.489, -2.464)  0.24
H (-0.693, 2.060, -2.763)  0.24
Te (-3.207, 0.529, -3.891)  0.00
Te (-3.723, 3.119, -4.450)  -0.72
Te (-5.851, -1.810, -1.274)  -0.67
Te (-3.972, 0.105, -1.295)  0.05

Entry from the OMol25 dataset: a molecular structure, C29H24N7O3PbS2 (ωB97M-V/def2-TZVPD).

**Max |F|**: 0.99 eV/Å
**<S²>**: 0.7670
**Energy above the lowest of the compared OMol25 structures with the same formula, charge and spin**: 0.0 kJ/mol
**Spin multiplicity**: 2
**LUMO level (spin up / spin down)**: -1.3 / -1.3 eV

Each line ends with the natural charge from an NBO analysis.
Cartesian coordinates (Å):
Pb (0.654, 0.767, -1.422)  1.26
O (-6.676, -1.359, -3.287)  -0.66
C (-5.665, -2.170, -3.658)  0.78
O (-5.867, -3.070, -4.425)  -0.57
C (-4.316, -1.885, -3.078)  -0.21
C (-3.202, -2.356, -3.769)  -0.14
C (-1.929, -2.155, -3.272)  -0.27
C (-1.742, -1.492, -2.056)  0.25
C (-2.858, -1.034, -1.363)  -0.29
C (-4.132, -1.219, -1.871)  -0.13
N (-0.450, -1.303, -1.524)  -0.69
C (0.287, -2.403, -1.313)  -0.01
C (1.631, -2.351, -0.894)  0.10
C (2.370, -3.520, -0.590)  -0.22
C (3.674, -3.407, -0.193)  -0.18
C (4.259, -2.130, -0.094)  -0.31
C (3.483, -1.037, -0.407)  0.06
N (2.212, -1.123, -0.801)  -0.56
H (-6.361, -0.635, -2.732)  0.49
H (-3.360, -2.872, -4.707)  0.24
H (-1.063, -2.494, -3.827)  0.22
H (-2.720, -0.531, -0.416)  0.21
H (-4.973, -0.856, -1.289)  0.21
H (-0.170, -3.380, -1.442)  0.19
H (1.892, -4.487, -0.675)  0.22
H (4.254, -4.291, 0.039)  0.22
H (5.283, -2.003, 0.225)  0.22
H (3.894, -0.034, -0.346)  0.19
N (-1.515, 1.643, -1.736)  -0.60
C (-2.627, 1.957, -1.633)  0.51
C (-3.943, 2.270, -1.366)  -0.61
C (-4.702, 3.127, -2.201)  0.29
N (-5.324, 3.824, -2.875)  -0.34
C (-4.506, 1.665, -0.224)  0.34
N (-4.912, 1.117, 0.710)  -0.44
S (0.860, -0.213, 2.027)  0.03
C (0.132, 0.819, 1.002)  -0.69
C (0.761, -0.814, 5.752)  -0.61
C (-0.759, -0.783, 5.611)  -0.41
C (-1.301, 0.612, 5.313)  -0.22
N (-0.984, 1.030, 3.941)  -0.54
C (-1.798, 1.481, 3.028)  0.40
S (-1.157, 1.951, 1.448)  0.35
N (-3.137, 1.601, 3.224)  -0.67
C (-4.036, 0.618, 3.746)  0.69
O (-5.073, 0.971, 4.228)  -0.51
C (-3.607, -0.798, 3.612)  -0.12
C (-2.805, -1.228, 2.561)  -0.21
C (-2.461, -2.566, 2.451)  -0.21
C (-2.923, -3.476, 3.391)  -0.18
C (-3.750, -3.054, 4.426)  -0.22
C (-4.100, -1.719, 4.533)  -0.18
H (1.097, -1.826, 5.976)  0.23
H (1.092, -0.159, 6.560)  0.21
H (1.262, -0.500, 4.834)  0.21
H (-1.221, -1.122, 6.539)  0.22
H (-1.079, -1.467, 4.822)  0.22
H (-0.826, 1.339, 5.978)  0.22
H (-2.369, 0.656, 5.480)  0.22
H (-0.077, 0.702, 3.564)  0.42
H (-3.608, 2.389, 2.795)  0.45
H (-2.472, -0.534, 1.800)  0.22
H (-1.835, -2.891, 1.629)  0.23
H (-2.651, -4.520, 3.308)  0.22
H (-4.127, -3.770, 5.144)  0.22
H (-4.755, -1.369, 5.320)  0.24